{"formula": "C4H37N3O12", "method": "ωB97M-V/def2-TZVPD", "elements": ["O", "O", "O", "O", "O", "O", "O", "O", "O", "O", "O", "O", "N", "N", "N", "C", "C", "C", "C", "H", "H", "H", "H", "H", "H", "H", "H", "H", "H", "H", "H", "H", "H", "H", "H", "H", "H", "H", "H", "H", "H", "H", "H", "H", "H", "H", "H", "H", "H", "H", "H", "H", "H", "H", "H", "H"], "xyz": [[-1.118, -1.031, 3.245], [1.062, -0.123, 2.009], [-2.775, 2.941, 0.866], [-1.302, 2.591, -2.530], [1.607, -2.471, -3.214], [0.050, 2.911, 1.220], [-1.587, -3.378, -0.082], [1.585, 3.282, -1.693], [-0.283, -0.889, -4.229], [-1.030, 1.450, 3.821], [0.851, -3.483, 0.880], [1.914, -2.826, 3.128], [1.220, 0.091, -1.918], [-2.419, 0.278, 1.294], [2.999, 0.850, -0.684], [-0.929, 0.248, -0.699], [2.388, 0.647, -1.879], [-1.820, -0.603, 0.194], [0.397, -0.460, -0.821], [-0.204, -1.471, -4.985], [1.371, -2.069, 2.882], [-2.743, -1.041, -0.272], [-2.941, 1.061, 0.875], [-1.972, -4.252, 0.085], [0.288, -1.599, -0.898], [0.890, -2.936, -3.673], [-1.425, 0.277, -1.666], [0.908, -4.318, 0.375], [0.175, -0.285, 2.382], [-1.883, 3.148, -3.072], [-1.698, 1.540, 4.499], [1.149, 0.825, 2.198], [-1.864, 3.311, 0.777], [1.486, -3.646, 1.644], [-0.752, 1.283, -0.418], [-3.310, 3.526, 0.316], [-0.785, -0.157, -4.594], [2.213, -3.179, -2.960], [1.037, -0.578, 0.089], [-1.339, -0.714, 4.145], [2.626, -2.347, 3.598], [0.707, 3.062, 0.524], [-0.648, -3.384, 0.201], [0.156, 3.589, 1.895], [-1.706, 0.703, 1.872], [-1.440, 1.821, -3.101], [-1.364, -1.455, 0.718], [-2.998, -0.323, 2.001], [2.932, 0.745, -2.829], [2.560, 0.488, 0.212], [0.887, -0.134, -2.855], [-1.110, -2.036, 3.409], [-0.692, 2.311, 3.579], [2.180, 3.769, -2.279], [0.786, 3.321, -2.237], [3.985, 1.041, -0.829]], "forces_ev_per_a": [[-0.7, -3.0, 1.6], [0.0, 0.9, 0.4], [0.7, 0.6, -0.4], [-0.6, -0.1, -1.3], [0.0, -0.5, 0.0], [-0.2, -0.3, 0.1], [-0.2, -0.3, -0.2], [-0.2, 0.3, -0.7], [-0.3, 0.5, 0.1], [0.2, -0.4, -0.6], [1.4, -1.3, 0.3], [0.6, 0.8, 0.8], [-0.9, -0.5, -1.0], [-1.2, -1.7, 0.8], [-0.4, -0.5, -1.2], [0.2, -0.9, -0.3], [0.2, -1.2, 2.4], [-1.9, 0.2, 1.4], [1.9, -2.2, 0.2], [0.2, -0.3, -0.2], [-0.2, 0.1, -0.2], [1.2, 0.4, -0.1], [-0.1, 0.0, 0.3], [0.4, 0.3, -0.1], [-0.2, 1.5, -1.2], [0.3, 0.1, 0.3], [0.2, 0.0, -0.1], [0.1, 0.5, 0.2], [0.2, -0.4, 0.2], [0.1, 0.9, 0.6], [-0.2, 0.6, 0.3], [0.3, -0.2, 0.0], [-0.6, -0.6, 0.1], [-0.9, 0.6, -0.8], [-0.4, 0.0, 0.5], [-0.2, -0.1, 0.1], [-0.2, 0.1, -0.1], [0.0, 0.1, -0.1], [-1.0, 1.2, -0.6], [0.4, 0.1, -0.7], [-0.1, -0.8, -0.2], [0.1, 0.3, 0.0], [-0.8, -0.3, 0.2], [0.4, 0.3, -0.3], [0.3, 0.3, 0.3], [0.6, -0.5, 0.5], [0.1, 0.7, -0.4], [1.2, 1.5, -1.8], [-0.2, 0.5, 0.6], [1.1, 0.7, -1.6], [-0.1, -0.3, 0.1], [0.1, 1.9, -0.7], [-0.2, 0.3, 0.4], [0.4, 0.1, 0.5], [-0.5, -0.3, 0.3], [-0.2, 0.0, 1.1]], "e_lumo_ha": -0.185, "e_homo_ev": -15.9466, "orbital_gap_ev": 10.925, "charge": 2}

---

{"formula": "C6H5O6Sn", "method": "ωB97M-V/def2-TZVPD", "elements": ["Sn", "O", "O", "O", "O", "O", "O", "C", "C", "C", "C", "C", "C", "H", "H", "H", "H", "H"], "xyz": [[0.141, -1.456, -0.199], [-2.998, -1.808, 1.574], [-0.751, 1.591, 0.276], [2.707, 0.902, -1.508], [1.520, -0.127, 2.672], [-1.112, -4.472, 0.444], [-1.565, -0.011, -2.810], [-0.979, -0.693, -2.069], [-0.411, -3.647, 0.038], [1.154, -0.843, 1.805], [-2.043, -1.427, 1.096], [2.248, -0.168, -1.282], [0.226, 2.614, 0.168], [0.432, 2.904, -0.859], [1.137, 2.519, 0.710], [-0.195, 3.587, 0.554], [2.099, -1.374, -1.217], [-1.610, 1.910, 0.606]], "forces_ev_per_a": [[0.2, 0.1, -0.3], [1.2, -0.1, -0.7], [0.0, -1.0, 0.2], [-0.3, -3.6, 0.1], [-1.9, -3.7, -5.0], [1.2, 1.8, -0.7], [2.7, -2.8, 3.2], [-4.1, 3.3, -5.1], [-1.5, -3.6, 0.7], [2.7, 4.1, 7.3], [-1.9, 0.7, 1.3], [-0.2, 3.1, 0.2], [-1.7, 3.1, -0.1], [0.1, -0.7, -0.4], [0.6, -1.0, 0.5], [0.2, -0.9, -0.1], [1.9, 1.1, -1.0], [0.8, 0.1, -0.2]], "e_lumo_ha": [-0.192, -0.193], "e_homo_ev": [-11.4434, -10.4500], "orbital_gap_ev": [6.222, 5.189], "charge": 1}

---

{"formula": "C5H10N2O", "method": "ωB97M-V/def2-TZVPD", "elements": ["O", "N", "N", "C", "C", "C", "C", "C", "H", "H", "H", "H", "H", "H", "H", "H", "H", "H"], "xyz": [[-1.015, -1.207, 2.345], [-0.857, -0.620, 1.094], [0.308, 2.958, -0.279], [0.119, 0.775, -1.292], [-0.046, -1.247, 0.139], [-0.192, -0.700, -1.270], [0.349, 1.585, -0.231], [0.846, -2.214, 0.426], [-1.750, -0.288, 0.722], [1.471, -2.645, -0.350], [0.490, -1.209, -1.962], [1.001, -2.578, 1.435], [-1.222, -0.865, -1.614], [0.142, 3.400, 0.622], [-0.211, -0.944, 2.834], [0.822, 1.236, 0.685], [-0.265, 3.334, -1.029], [0.009, 1.228, -2.274]], "forces_ev_per_a": [[0.5, -0.4, 0.3], [-0.1, 0.6, -1.2], [-0.1, 0.9, -0.1], [-0.4, 0.8, 0.4], [0.4, -1.3, 0.1], [0.6, 0.3, 0.8], [0.8, -0.9, -0.9], [-0.2, 0.4, 0.2], [0.4, -0.3, 0.6], [-0.1, 0.2, 0.1], [-0.2, -0.3, 0.3], [-0.2, 0.0, -0.1], [0.1, 0.1, -0.1], [0.1, -0.1, -0.5], [-0.6, 0.0, -0.2], [-0.8, -0.3, 0.0], [0.2, 0.0, 0.4], [-0.4, 0.3, 0.1]], "e_lumo_ha": 0.034, "e_homo_ev": -7.6400, "orbital_gap_ev": 8.553, "smiles": "C=C(C/C=C/N)NO"}